This record from OMol25 describes a 2-piece molecular cluster, C4H8NO3 overall. The level of theory is ωB97M-V with the def2-TZVPD basis set.

Last column: natural (NBO) charge in e.
Cartesian coordinates (Å):
1 O 0.97953 2.01404 1.06480  -0.54
2 O 0.46641 -2.27430 0.79287  -0.87
3 O -1.65959 0.19767 -1.71822  -0.77
4 N 1.56694 -0.16866 0.10592  -0.58
5 C 0.04077 -0.21668 -0.16619  0.31
6 C 0.72096 0.76980 1.06621  0.38
7 C -0.60475 -1.51652 0.38094  -0.13
8 C -0.54659 0.70600 -1.15221  -0.14
9 H -1.26329 -2.07762 -0.28084  0.23
10 H 0.26747 1.07543 -1.87636  0.22
11 H -2.93003 2.67488 -1.73788  -0.07
12 H 1.62458 -1.16548 0.31006  0.42
13 H -0.70295 1.65159 -0.52495  0.17
14 H -3.08489 1.95921 -1.77151  0.06
15 H 0.43844 0.20006 2.03225  0.16
16 H -1.27100 -1.09234 1.21972  0.17

Summary:
- LUMO energy: 1.2 eV
- Orbital gap: 0.1974 hartree
- Net charge: -1

This record from OMol25 describes an isolated ion of composition C4H8NO3 and charge -1. The level of theory is ωB97M-V with the def2-TZVPD basis set.

Last column: natural (NBO) charge in e.
Cartesian coordinates (Å):
1 O -1.95834 -1.05384 -1.21929  -0.77
2 O 2.38711 1.46321 0.27463  -0.79
3 O 1.94564 0.58281 2.26307  -0.77
4 N 0.02542 -1.25598 1.02809  -0.87
5 C 0.32510 0.21841 0.65951  -0.15
6 C 1.69193 0.77208 1.08165  0.72
7 C -1.39958 0.29218 -1.13822  -0.06
8 C 0.12101 0.32296 -0.88367  -0.45
9 H 0.87400 -1.68867 0.62662  0.34
10 H -1.89400 0.90782 -0.40009  0.15
11 H -1.67079 0.63495 -2.19473  0.16
12 H -1.47404 -1.58139 -0.51268  0.49
13 H 0.60469 1.25217 -1.26124  0.25
14 H 0.62958 -0.50044 -1.39125  0.19
15 H 0.26115 -1.18758 2.02789  0.38
16 H -0.46886 0.82132 1.03971  0.18

Summary:
- LUMO energy: 3.9 eV
- Orbital gap: 0.3029 hartree
- SMILES: N[C@H](CCO)C(=O)[O-]
- Net charge: -1

This record from OMol25 describes a 2-piece molecular cluster, C4H8NO3 overall. The level of theory is ωB97M-V with the def2-TZVPD basis set.

Last column: natural (NBO) charge in e.
Cartesian coordinates (Å):
1 O 2.04141 -1.33946 -0.48502  -0.36
2 O 0.36141 -0.60159 -1.53736  -0.38
3 O -0.87038 0.55522 1.66554  -0.62
4 N -1.88566 2.16998 0.47581  -0.84
5 C -0.01118 -2.60348 -0.24687  -0.75
6 C 0.83916 -1.45976 -0.73707  0.76
7 C -0.75116 1.41073 0.81515  0.69
8 C 0.53263 1.70053 0.09375  -0.75
9 H 0.59430 0.84465 -0.62660  0.28
10 H -2.78679 1.78339 0.69872  0.39
11 H 0.39590 2.70322 -0.30237  0.21
12 H -1.94068 2.59350 -0.44971  0.38
13 H 0.61328 -3.32776 0.26774  0.24
14 H -0.71732 -2.19157 0.47578  0.27
15 H -0.61360 -3.09644 -1.01637  0.25
16 H 1.43648 1.85510 0.71346  0.24

Summary:
- Spin multiplicity: 2
- Expectation value of S²: 0.76
- LUMO energy (alpha / beta): 0.8 / -3.4 eV
- Orbital gap (alpha / beta): 0.3854 / 0.2291 hartree

Energy above the lowest of the compared OMol25 structures with the same formula, charge and spin for the records above, in order: 225.97; 39.59; 11.66 kcal per mole